[1]
# C17H54B2F4N2O11V

A structure of composition C17H54B2F4N2O11V in a non-equilibrium geometry (wB97M-V/def2-TZVPD, the OMol25 dataset).

## Properties
2S+1 ... 4
⟨S²⟩ ... 3.754
Total energy ... -3010.45497 a.u.
Charge ... 0
Orbital gap (alpha / beta) ... 7.8936 / 7.5981 eV
Largest force on an atom ... 3.0 eV/A

XYZ file:
```
91
Properties=species:S:1:pos:R:3:mulliken_spin:R:1
V 2.073 -0.420 2.405 3.0371
B 0.977 -2.324 3.047 -0.0583
H 0.555 -3.315 3.447 -0.0070
H 1.442 -2.401 2.011 -0.0010
H 0.095 -1.572 2.931 0.0248
H 1.770 -1.914 3.750 0.0335
B 1.004 -0.471 -0.106 -0.0627
F 0.971 0.112 -1.358 -0.0064
F 0.612 0.373 0.957 -0.0057
F 0.127 -1.557 -0.083 0.0068
F 2.330 -0.809 0.246 -0.0095
C 5.072 -0.442 2.194 0.0010
C 4.723 0.720 1.250 0.0086
O 3.410 1.225 1.646 0.0200
O 4.029 -1.428 2.248 -0.0277
H 5.211 -0.007 3.188 -0.0035
H 6.011 -0.934 1.942 0.0040
H 4.699 0.325 0.234 -0.0009
H 5.400 1.566 1.329 0.0011
H 3.557 2.166 1.779 0.0026
H 4.396 -2.311 2.339 0.0089
C -3.567 -4.684 0.702 0.0000
C -2.256 -4.053 0.269 -0.0001
O -1.670 -3.129 1.197 0.0075
O -3.432 -5.618 1.758 0.0000
H -3.886 -5.226 -0.196 0.0000
H -4.309 -3.907 0.909 0.0000
H -2.467 -3.451 -0.618 0.0000
H -1.567 -4.890 0.118 0.0001
H -1.000 -2.650 0.683 -0.0032
H -3.976 -5.319 2.489 0.0000
C 2.248 -4.327 -0.136 -0.0009
C 2.105 -5.192 1.111 0.0005
O 0.913 -5.953 1.191 -0.0002
O 2.347 -5.074 -1.346 -0.0001
H 3.134 -3.701 -0.027 -0.0003
H 1.397 -3.640 -0.167 0.0045
H 2.238 -4.512 1.949 0.0058
H 2.945 -5.898 1.147 0.0001
H 0.796 -6.409 0.353 0.0001
H 1.704 -5.787 -1.308 0.0000
C 1.346 2.748 -3.226 0.0001
C 0.425 3.827 -2.627 0.0001
O -0.036 4.731 -3.630 0.0000
O 2.401 3.369 -3.937 0.0000
H 0.704 2.103 -3.826 0.0000
H 1.736 2.240 -2.344 0.0001
H 0.974 4.420 -1.885 -0.0001
H -0.443 3.391 -2.132 0.0000
H 0.774 5.101 -4.006 0.0000
H 2.280 3.198 -4.874 0.0000
C 0.481 -2.324 -3.699 -0.0001
O 0.014 -0.984 -3.672 0.0000
H -0.261 -3.012 -4.106 0.0000
H 1.346 -2.383 -4.373 0.0000
H 0.811 -2.645 -2.708 0.0001
H 0.345 -0.594 -2.851 -0.0002
C -2.737 1.451 -1.676 -0.0003
C -3.033 -0.018 -1.369 -0.0003
C -4.428 -0.288 -0.829 0.0000
O -4.628 0.425 0.377 -0.0001
C -5.934 0.286 0.864 0.0000
N -2.841 -0.827 -2.585 0.0000
H -1.809 1.634 -2.212 0.0000
H -2.634 2.004 -0.733 0.0002
H -3.623 1.859 -2.169 0.0000
H -2.312 -0.417 -0.652 0.0004
H -4.626 -1.355 -0.700 0.0000
H -5.163 0.079 -1.563 0.0000
H -6.669 0.556 0.089 0.0000
H -6.058 1.033 1.647 0.0000
H -6.202 -0.724 1.189 0.0000
H -1.878 -0.651 -2.884 0.0000
H -3.343 -0.487 -3.403 0.0000
C -1.339 3.313 2.213 -0.0033
C 0.093 3.744 1.856 0.0037
C 0.104 5.014 1.037 -0.0004
O 1.460 5.354 0.738 -0.0006
C 1.558 6.534 -0.018 0.0000
N 0.775 3.951 3.159 0.0005
H -1.877 4.151 2.648 -0.0002
H -1.306 2.466 2.896 0.0031
H -1.769 2.946 1.278 0.0011
H 0.560 2.926 1.295 0.0110
H -0.162 5.837 1.720 -0.0002
H -0.554 5.028 0.165 0.0001
H 1.124 7.358 0.567 0.0000
H 1.052 6.488 -0.985 0.0000
H 2.603 6.813 -0.141 0.0000
H 1.763 4.133 2.987 -0.0029
H 0.775 3.043 3.618 0.0086
```

---

[2]
# C17H54LiN22O19

A structure of composition C17H54LiN22O19 in a non-equilibrium geometry (wB97M-V/def2-TZVPD, the OMol25 dataset).

## Properties
Energy relative to the best compared isomer or geometry (same formula, charge and spin) ... 0.0 kJ/mol
Total energy ... -3322.48966 a.u.
Charge ... -1
Orbital gap ... 6.7420 eV
Largest force on an atom ... 4.7 eV/A

XYZ file:
```
113
Properties=species:S:1:pos:R:3:lowdin_charge:R:1
Li 2.682 2.113 -4.188 0.7754
C 1.745 -0.638 0.143 -0.0395
C 2.183 0.238 -0.880 -0.3050
C 1.142 1.136 -1.624 -0.2953
O 1.440 2.043 -2.478 -0.1700
C -0.209 0.941 -1.320 -0.0078
C -0.640 0.003 -0.360 -0.3028
C 0.370 -0.833 0.357 -0.3751
O 0.053 -1.743 1.155 -0.0133
O -1.893 -0.027 -0.138 -0.0108
O 3.350 0.293 -1.315 -0.0735
H 2.478 -1.168 0.722 0.0714
H -0.889 1.563 -1.870 0.0921
C 1.843 -5.016 0.608 -0.5854
O 2.458 -6.070 0.299 -0.0316
N 2.526 -3.775 0.693 0.1572
N 0.562 -4.994 1.189 0.1575
H 3.439 -3.719 0.271 0.0753
H 2.016 -2.909 0.752 0.0145
H 0.344 -4.118 1.628 0.0556
H -0.046 -5.780 1.206 0.0894
C -4.586 2.480 -1.270 -0.5503
O -5.158 2.030 -0.241 -0.0563
N -3.379 1.916 -1.746 0.1642
N -5.042 3.610 -1.974 0.1433
H -2.952 2.303 -2.555 0.0805
H -3.083 1.228 -1.017 0.0805
H -5.891 4.051 -1.674 0.0921
H -4.359 4.131 -2.482 0.0828
C -3.892 1.630 4.411 -0.5680
O -4.445 2.352 5.302 -0.0340
N -4.203 1.728 3.045 0.1353
N -2.965 0.626 4.723 0.1436
H -4.936 2.364 2.817 0.0862
H -3.726 1.143 2.382 0.0723
H -2.440 0.071 4.062 0.0877
H -2.570 0.539 5.640 0.0917
C -2.364 4.983 2.057 -0.6298
O -1.986 6.131 2.221 0.0121
N -3.723 4.628 2.100 0.1531
N -1.527 3.902 1.784 0.1638
H -4.387 5.264 2.490 0.0974
H -3.956 3.681 1.923 0.0248
H -1.906 2.981 1.762 0.0733
H -0.545 4.115 1.744 0.0735
C -6.954 -0.624 1.237 -0.5907
O -7.986 -1.058 1.812 -0.0303
N -6.927 -0.099 -0.069 0.1256
N -5.690 -0.576 1.830 0.1459
H -7.797 0.082 -0.533 0.0827
H -6.153 0.508 -0.364 0.0396
H -4.836 -0.282 1.411 0.0588
H -5.662 -0.924 2.772 0.0966
C 1.262 2.098 3.588 -0.5354
O 1.024 1.128 4.381 -0.0519
N 1.834 1.932 2.301 0.1753
N 0.945 3.441 3.883 0.1503
H 2.168 1.043 1.971 0.0614
H 2.264 2.718 1.849 0.0841
H 0.536 3.538 4.794 0.1018
H 0.871 4.091 3.129 0.0703
C -0.268 -2.905 -3.036 -0.6113
O -1.270 -2.187 -2.905 0.0101
N 0.691 -3.153 -2.089 0.1978
N -0.074 -3.596 -4.240 0.1422
H 0.639 -2.546 -1.278 0.0756
H 1.525 -3.649 -2.313 0.0875
H 0.767 -4.129 -4.336 0.0732
H -0.696 -3.446 -5.003 0.0901
C 5.637 -2.329 -0.579 -0.5940
O 6.287 -3.372 -0.315 -0.0151
N 5.117 -1.448 0.369 0.1614
N 5.498 -1.900 -1.932 0.1227
H 4.409 -0.767 0.151 0.0486
H 4.996 -1.981 1.237 0.0661
H 5.095 -0.981 -2.028 0.0504
H 6.140 -2.326 -2.569 0.0869
C -3.530 -3.802 0.601 -0.6032
O -4.570 -4.174 1.186 -0.0236
N -3.401 -3.762 -0.789 0.1603
N -2.450 -3.238 1.328 0.1317
H -4.243 -3.930 -1.298 0.0931
H -2.512 -3.486 -1.154 0.0586
H -1.907 -2.440 1.016 0.0361
H -2.816 -3.082 2.262 0.0868
C 4.133 -0.948 3.820 -0.6244
O 5.034 -1.434 3.134 -0.0035
N 2.787 -1.139 3.636 0.1777
N 4.473 -0.133 4.891 0.1465
H 2.201 -0.369 3.956 0.0457
H 2.389 -1.831 3.031 0.0815
H 5.398 0.242 4.878 0.0902
H 3.879 0.016 5.682 0.0892
C 3.631 -0.664 -4.781 -0.5638
O 3.778 0.475 -4.238 -0.1050
N 3.874 -0.839 -6.134 0.1610
N 3.496 -1.788 -4.000 0.1822
H 4.045 -1.729 -6.550 0.0968
H 4.082 0.013 -6.616 0.0978
H 3.237 -2.683 -4.361 0.0968
H 3.437 -1.655 -2.997 0.0761
O 4.718 2.513 -0.748 -0.0844
H 5.635 2.342 -0.986 0.0460
H 4.212 1.707 -1.054 0.0091
O 2.438 4.133 -0.801 -0.0829
H 2.093 3.702 -1.605 -0.0100
H 3.208 3.594 -0.547 -0.0148
O -0.904 0.637 -4.305 -0.0771
H -1.193 -0.285 -4.367 0.0164
H -0.647 0.730 -3.366 -0.0177
O 0.258 4.114 -4.055 -0.0502
H 0.631 3.696 -4.836 0.0152
H 0.781 3.770 -3.316 -0.0089
```